Computed, not measured: a molecular structure, C22H47GaN5O13, with the ωB97M-V functional and the def2-TZVPD basis.

Each line ends with the Mulliken charge.
CARTESIAN COORDINATES (ANGSTROEM)
C 0.810 2.473 -0.535  -0.661
O 0.893 1.067 -0.518  0.152
C 1.864 0.522 -1.380  -0.507
C 1.530 0.642 -2.874  -0.807
C 0.033 0.628 -3.187  -0.795
C -0.678 -0.674 -2.766  -0.176
C -1.551 -0.560 -1.488  -0.468
C -1.113 -1.398 -0.288  0.158
Ga -2.004 -0.952 1.497  -0.613
C -2.544 1.016 1.592  -0.416
C -1.974 1.836 2.749  -0.197
C -2.271 3.324 2.669  -0.913
O -1.227 3.952 1.861  -0.127
C -1.358 5.276 1.667  0.604
C -1.481 5.678 0.221  -0.641
O -1.344 6.082 2.561  -0.635
C -3.711 -2.085 1.589  -0.832
C -4.732 -1.755 0.526  -0.276
O -5.575 -0.653 0.957  -0.316
C -5.811 0.315 0.092  0.334
O -6.634 1.171 0.259  -0.563
N -0.976 -1.464 3.085  -0.418
C 0.028 -0.841 3.505  0.886
C 1.116 -0.222 2.626  -0.459
C 0.295 -0.642 4.992  -1.570
H 1.361 2.902 0.309  0.237
H -0.239 2.752 -0.430  -0.087
H 1.194 2.899 -1.468  0.409
H 1.943 -0.531 -1.104  0.149
H 2.841 0.986 -1.177  0.461
H 1.982 1.552 -3.282  0.430
H 1.989 -0.210 -3.386  0.282
H -0.458 1.495 -2.737  0.236
H -0.061 0.748 -4.272  0.395
H -1.328 -0.970 -3.594  0.469
H 0.071 -1.460 -2.651  -0.258
H -1.571 0.502 -1.221  -0.167
H -2.577 -0.824 -1.769  0.569
H -0.024 -1.361 -0.198  -0.508
H -1.358 -2.448 -0.495  0.536
H -2.256 1.511 0.656  0.268
H -3.637 1.067 1.654  0.417
H -2.318 1.461 3.716  0.342
H -0.884 1.755 2.756  -0.078
H -2.258 3.807 3.648  0.378
H -3.224 3.502 2.165  0.434
H -0.788 6.492 0.010  0.125
H -2.492 6.032 0.014  0.288
H -1.274 4.858 -0.461  0.216
H -4.165 -1.941 2.574  0.351
H -3.427 -3.140 1.522  0.385
H -4.265 -1.488 -0.429  0.044
H -5.426 -2.578 0.319  0.285
H -5.159 0.284 -0.798  0.281
H 2.104 -0.410 3.059  0.552
H 1.064 -0.598 1.609  -0.311
H 1.008 0.867 2.594  0.135
H 0.460 0.418 5.206  0.318
H -0.582 -0.975 5.545  0.326
H 1.164 -1.210 5.339  0.390
C 1.710 -5.404 -2.137  -0.925
N 1.066 -4.084 -1.916  1.029
O 1.612 -3.328 -1.135  -0.502
O 0.047 -3.837 -2.523  -0.542
H 2.600 -5.435 -1.524  0.352
H 0.998 -6.175 -1.856  0.308
H 1.958 -5.476 -3.191  0.233
C 1.440 8.218 1.047  -0.579
N 2.673 7.579 0.513  0.911
O 3.744 7.961 0.939  -0.548
O 2.520 6.714 -0.323  -0.520
H 1.731 8.968 1.773  0.322
H 0.919 8.660 0.203  0.269
H 0.832 7.439 1.502  0.126
C 2.328 -6.732 1.909  -0.763
N 2.015 -7.301 0.570  0.899
O 0.856 -7.550 0.314  -0.515
O 2.944 -7.461 -0.198  -0.519
H 1.401 -6.642 2.461  0.312
H 3.027 -7.410 2.390  0.297
H 2.790 -5.763 1.743  0.305
C 5.026 -2.676 -4.968  -0.773
N 3.925 -3.546 -4.472  0.884
O 2.967 -3.723 -5.196  -0.528
O 4.059 -4.019 -3.363  -0.464
H 4.762 -2.330 -5.959  0.306
H 5.121 -1.854 -4.264  0.285
H 5.931 -3.276 -4.973  0.294

E_HOMO ... -3.80 eV
Total charge ... -1
E ... -4042.76032 a.u.
Frontier orbital gap ... 5.4 eV
Maximum force ... 0.9 eV/A
Molar mass ... 659.363 g/mol

Computed, not measured: 2 unconnected molecules or ions with the total composition C22H47IN2O3P at a distorted geometry, with the ωB97M-V functional and the def2-TZVPD basis.

Each line ends with the Mulliken charge.
CARTESIAN COORDINATES (ANGSTROEM)
C 2.540 -3.735 1.784  -1.336
C 2.565 -2.203 1.510  -0.229
P 1.432 -1.376 2.737  0.047
C 1.687 -2.343 4.322  -1.150
C 1.996 0.383 3.107  0.076
C 1.040 0.789 4.316  -1.493
C 0.005 1.799 3.660  -0.798
I -1.667 0.666 2.914  0.210
N 0.904 2.441 2.657  -0.010
C 1.836 1.471 1.987  0.029
C 1.312 1.003 0.635  -0.966
C 0.942 2.175 -0.342  -1.382
C -0.534 2.141 -0.820  -0.251
C -1.424 3.137 -0.060  -0.656
O -2.752 3.076 -0.589  -0.322
C -3.635 2.529 0.292  -0.064
O -4.014 1.450 0.206  -0.320
C 3.216 2.169 1.954  -1.348
C 4.359 1.191 1.538  0.391
C 5.401 1.890 0.660  -0.864
O 6.435 1.045 0.228  -0.401
C 5.955 -0.038 -0.554  -0.602
H 2.704 -4.260 0.841  0.414
H 3.328 -4.051 2.469  0.319
H 1.576 -4.076 2.171  0.334
H 2.197 -2.074 0.492  0.308
H 3.591 -1.836 1.630  0.262
H 2.713 -2.721 4.337  0.342
H 0.969 -3.159 4.339  0.322
H 1.569 -1.721 5.210  0.518
H 2.964 0.312 3.611  0.553
H 1.499 1.407 5.092  0.371
H 0.373 0.009 4.668  0.463
H -0.337 2.519 4.398  0.768
H 0.460 3.177 2.096  0.561
H 1.510 3.001 3.274  0.638
H 2.075 0.421 0.115  0.204
H 0.455 0.338 0.757  1.007
H 1.546 2.096 -1.247  0.503
H 1.188 3.150 0.105  0.667
H -0.956 1.146 -0.660  -0.007
H -0.608 2.438 -1.866  0.450
H -1.056 4.154 -0.249  0.219
H -1.390 2.983 1.028  0.292
H -4.038 3.157 1.108  0.476
H 3.224 3.011 1.245  0.415
H 3.487 2.558 2.943  0.590
H 4.864 0.895 2.460  0.352
H 3.886 0.326 1.069  -0.477
H 4.950 2.443 -0.182  0.449
H 5.889 2.647 1.285  0.348
H 5.095 0.270 -1.171  0.266
H 6.721 -0.445 -1.211  0.302
H 5.591 -0.826 0.121  0.182
C -2.954 0.240 -2.841  -1.166
C -3.476 -0.577 -4.014  -0.515
N -3.515 -2.003 -3.750  0.094
C -3.751 -2.803 -4.942  -0.699
C -5.096 -2.646 -5.659  -0.974
C -4.255 -2.407 -2.565  -0.683
C -5.734 -2.015 -2.473  -1.003
H -1.968 -0.112 -2.528  0.223
H -2.861 1.288 -3.134  0.508
H -3.626 0.204 -1.984  0.213
H -2.805 -0.403 -4.860  0.477
H -4.459 -0.181 -4.307  0.261
H -3.604 -3.858 -4.695  0.366
H -2.957 -2.570 -5.659  0.405
H -5.904 -3.140 -5.121  0.223
H -5.041 -3.114 -6.645  0.401
H -5.366 -1.601 -5.811  0.271
H -3.742 -2.000 -1.688  0.338
H -4.168 -3.491 -2.449  0.362
H -5.910 -0.981 -2.774  0.249
H -6.076 -2.114 -1.440  0.373
H -6.366 -2.663 -3.078  0.305

E_HOMO ... -9.52 eV
Total charge ... +1
E ... -1840.38985 a.u.
Frontier orbital gap ... 6.4 eV
Maximum force ... 4.7 eV/A
Molar mass ... 545.507 g/mol